1.
ORCA calculation (the ωB97M-V functional and the def2-TZVPD basis) on 7 unconnected molecules or ions with the total composition C21H58O23P2S5 at a distorted geometry.

ORCA input file:
```
! RIJCOSX wB97M-V def2-TZVPD def2/J DEFGRID3
* xyz 1 2
O -11.379 32.246 -1.313
S -10.740 33.544 -1.603
O -9.637 33.569 -2.567
O -11.885 34.583 -2.244
C -13.125 34.757 -1.529
C -14.106 35.745 -2.063
C -10.323 34.449 0.011
H -12.952 35.017 -0.485
H -13.491 33.734 -1.452
H -14.866 36.020 -1.331
H -14.468 35.224 -2.949
H -13.623 36.668 -2.382
H -11.091 34.348 0.778
H -10.232 35.527 -0.118
H -9.295 34.158 0.227
O -12.632 35.462 -8.467
S -13.722 34.539 -8.376
O -13.392 33.091 -8.439
O -14.694 34.858 -7.109
C -14.279 34.809 -5.813
C -13.085 35.662 -5.527
C -14.969 34.889 -9.692
H -14.094 33.810 -5.416
H -15.133 35.060 -5.184
H -12.163 35.545 -6.097
H -12.909 35.573 -4.455
H -13.394 36.707 -5.547
H -14.851 35.959 -9.862
H -15.960 34.693 -9.283
H -14.829 34.265 -10.575
O -13.499 39.329 1.612
S -12.655 40.444 1.102
O -11.458 40.874 1.808
O -12.150 40.091 -0.446
C -12.135 38.775 -1.030
C -11.065 38.619 -2.038
C -13.724 41.887 0.627
H -13.091 38.699 -1.549
H -12.225 38.058 -0.215
H -10.994 39.415 -2.780
H -11.139 37.699 -2.618
H -10.133 38.405 -1.515
H -13.196 42.470 -0.128
H -13.905 42.493 1.515
H -14.674 41.594 0.181
O -14.330 34.664 1.507
S -14.952 34.337 2.769
O -14.713 33.019 3.347
O -14.776 35.467 3.914
C -14.347 36.778 3.548
C -12.820 36.779 3.525
C -16.842 34.629 2.751
H -14.575 37.490 4.342
H -14.843 37.290 2.723
H -12.436 37.795 3.615
H -12.431 36.314 2.619
H -12.351 36.275 4.370
H -17.238 35.563 2.355
H -17.176 34.522 3.783
H -17.395 33.792 2.325
O -6.815 34.087 -0.149
S -6.162 32.744 -0.489
O -4.729 32.582 -0.206
O -7.045 31.597 0.248
C -6.608 30.284 0.138
C -6.897 29.545 1.453
C -6.479 32.197 -2.220
H -5.573 29.989 -0.032
H -7.087 29.784 -0.704
H -7.858 29.876 1.846
H -6.189 29.757 2.254
H -6.730 28.483 1.273
H -7.519 31.879 -2.299
H -5.664 31.478 -2.292
H -6.234 33.148 -2.693
C -9.911 36.565 -9.789
O -9.195 35.396 -9.700
P -8.543 34.955 -8.270
O -7.805 36.048 -7.603
O -9.753 34.321 -7.514
C -9.581 33.664 -6.213
O -7.635 33.613 -8.647
C -6.312 33.743 -9.276
H -10.558 36.844 -8.957
H -10.603 36.387 -10.613
H -9.367 37.485 -10.002
H -10.263 33.983 -5.425
H -8.626 34.023 -5.831
H -9.329 32.604 -6.235
H -6.033 34.797 -9.302
H -6.507 33.431 -10.302
H -5.498 33.110 -8.921
C -19.512 34.798 -5.677
O -19.037 35.307 -4.462
P -18.471 34.264 -3.324
O -19.460 33.236 -2.975
O -17.124 33.629 -3.996
C -17.207 32.711 -5.038
O -17.995 35.209 -2.102
C -17.761 34.684 -0.737
H -18.751 34.602 -6.432
H -20.315 35.447 -6.026
H -20.194 33.968 -5.489
H -18.200 32.310 -5.237
H -16.680 31.837 -4.653
H -16.733 33.081 -5.947
H -18.274 33.722 -0.711
H -18.211 35.210 0.105
H -16.694 34.546 -0.561
*
```

⟨S²⟩: 0.76
E_LUMO (alpha / beta): -2.4 / -9.8 eV
E_HOMO (alpha / beta): -12.1 / -12.1 eV
Energy: -142551.0758 eV
Kohn-Sham gap (alpha / beta): 9.70 / 2.35 eV

---

2.
ORCA calculation (the ωB97M-V functional and the def2-TZVPD basis) on 3 unconnected molecules or ions with the total composition C21H59N6O9P6 at a distorted geometry.

ORCA input file:
```
! RIJCOSX wB97M-V def2-TZVPD def2/J DEFGRID3
* xyz 1 1
C 1.571 2.799 2.881
C 0.083 2.649 2.161
O 0.014 1.275 1.641
P -1.447 0.455 2.111
O -1.353 0.256 3.707
C -1.382 -1.282 1.230
C 0.187 -1.773 1.359
P 1.139 -1.844 -0.297
C 2.866 -2.623 0.113
C 3.581 -1.320 1.099
C 5.014 -1.792 1.958
O 4.986 -0.816 0.634
P 1.625 0.168 -1.113
P -0.138 1.032 -2.119
O -1.247 1.562 -1.126
O 0.493 2.391 -3.070
O -0.741 -0.125 -3.310
O -2.924 1.301 1.729
C -4.100 0.468 2.149
C -4.705 -0.401 0.862
H 2.000 3.887 2.863
H 2.290 2.091 2.247
H 1.499 2.320 3.947
H -0.807 2.967 2.850
H 0.117 3.363 1.206
H -2.018 -2.014 1.928
H -1.786 -1.229 0.132
H 0.143 -2.892 1.772
H 0.752 -1.164 2.215
H 0.461 -2.602 -1.328
H 2.805 -3.559 0.810
H 3.561 -2.737 -0.820
H 2.794 -0.528 1.672
H 4.830 -2.921 1.712
H 4.672 -1.229 2.943
H 2.022 1.055 -0.012
H 1.484 2.182 -3.189
H -1.254 0.472 -3.955
H -3.818 -0.269 3.014
H -4.942 1.185 2.595
H -4.119 -0.011 -0.080
H -4.459 -1.529 1.063
H -5.875 -0.228 0.774
O -6.823 3.581 2.242
P -6.804 5.066 1.806
N -8.459 5.110 1.522
C -9.196 4.680 0.359
C -9.321 5.189 2.697
N -5.824 4.769 0.432
C -6.148 4.971 -0.960
C -4.938 3.586 0.506
N -6.782 6.774 1.305
C -6.369 7.597 2.449
C -7.792 7.516 0.555
H -9.990 5.406 0.141
H -9.657 3.697 0.495
H -8.596 4.643 -0.546
H -9.343 6.217 3.076
H -8.960 4.540 3.499
H -10.358 4.902 2.490
H -6.796 4.182 -1.357
H -5.239 4.964 -1.578
H -6.589 5.945 -1.176
H -5.499 2.668 0.302
H -4.470 3.507 1.493
H -4.114 3.650 -0.213
H -7.174 7.665 3.190
H -6.085 8.609 2.143
H -5.495 7.156 2.941
H -8.690 7.724 1.145
H -8.098 7.019 -0.367
H -7.381 8.482 0.232
O 8.535 -4.747 -0.532
P 7.316 -5.378 -1.249
N 8.269 -6.227 -2.340
C 8.876 -5.773 -3.568
C 8.930 -7.426 -1.835
N 6.718 -3.871 -1.803
C 6.546 -3.421 -3.164
C 7.084 -2.686 -0.996
N 5.915 -6.103 -2.073
C 5.206 -6.972 -1.123
C 5.857 -6.730 -3.391
H 8.779 -6.553 -4.333
H 9.937 -5.537 -3.448
H 8.388 -4.901 -3.996
H 8.216 -8.255 -1.789
H 9.328 -7.266 -0.830
H 9.763 -7.757 -2.465
H 7.492 -3.120 -3.627
H 5.888 -2.542 -3.205
H 6.041 -4.141 -3.809
H 8.105 -2.362 -1.223
H 7.009 -2.902 0.076
H 6.409 -1.843 -1.181
H 5.772 -7.893 -0.943
H 4.206 -7.236 -1.481
H 5.078 -6.463 -0.163
H 6.351 -7.706 -3.416
H 6.285 -6.112 -4.182
H 4.811 -6.883 -3.685
*
```

E_LUMO: -3.9 eV
E_HOMO: -9.1 eV
Energy: -105813.7469 eV
Kohn-Sham gap: 5.28 eV

---

3.
ORCA calculation (the ωB97M-V functional and the def2-TZVPD basis) on 5 unconnected molecules or ions with the total composition C21H60ClN9O10P3 at a distorted geometry.

ORCA input file:
```
! RIJCOSX wB97M-V def2-TZVPD def2/J DEFGRID3
* xyz -1 1
Cl 0.054 1.792 -0.598
O -0.522 0.911 -1.594
O 0.395 1.024 0.593
O 1.285 2.380 -1.102
O -0.904 2.828 -0.309
O -1.128 2.013 -4.875
P 0.059 1.361 -5.435
N 0.235 1.776 -7.036
C -0.938 2.241 -7.767
C 1.364 1.332 -7.838
N -0.034 -0.293 -5.271
C -1.170 -0.842 -4.532
C 0.969 -1.253 -5.611
N 1.543 1.755 -4.843
C 2.023 3.109 -5.027
C 2.234 1.009 -3.780
H -1.778 1.537 -7.695
H -0.683 2.355 -8.819
H -1.312 3.178 -7.353
H 1.154 0.406 -8.391
H 2.213 1.127 -7.185
H 1.670 2.120 -8.532
H -1.668 -1.622 -5.118
H -0.835 -1.296 -3.590
H -1.862 -0.043 -4.285
H 1.720 -1.402 -4.821
H 0.519 -2.238 -5.766
H 1.507 -1.014 -6.530
H 1.874 3.702 -4.121
H 3.105 3.090 -5.239
H 1.577 3.598 -5.891
H 2.750 1.666 -3.090
H 2.899 0.283 -4.256
H 1.496 0.463 -3.188
O -4.710 1.222 -0.393
P -4.683 0.282 0.729
N -3.841 -1.146 0.620
C -2.374 -1.159 0.798
C -4.278 -2.056 -0.421
N -6.220 -0.291 1.031
C -6.528 -1.315 2.009
C -7.358 0.405 0.478
N -4.048 0.986 2.087
C -3.917 0.294 3.354
C -3.758 2.415 2.094
H -2.113 -2.089 1.309
H -2.075 -0.271 1.343
H -1.873 -1.125 -0.173
H -5.322 -1.881 -0.680
H -4.216 -3.097 -0.078
H -3.672 -1.949 -1.326
H -5.616 -1.786 2.362
H -7.032 -0.863 2.876
H -7.203 -2.046 1.552
H -7.961 0.876 1.265
H -6.994 1.145 -0.230
H -8.001 -0.292 -0.080
H -4.885 -0.027 3.752
H -3.285 -0.593 3.257
H -3.424 0.972 4.048
H -3.864 2.820 1.093
H -2.733 2.584 2.432
H -4.458 2.962 2.742
O 2.229 -0.915 6.581
P 1.927 -0.646 5.163
N 0.401 -0.050 4.967
C -0.504 0.011 6.106
C -0.111 0.465 3.709
N 2.119 -2.005 4.236
C 2.811 -3.151 4.807
C 2.016 -2.018 2.785
N 2.865 0.498 4.409
C 4.205 0.148 3.983
C 2.640 1.906 4.694
H -0.265 -0.756 6.833
H -1.528 -0.154 5.756
H -0.480 1.009 6.560
H -0.732 -0.287 3.207
H 0.683 0.699 3.005
H -0.729 1.350 3.880
H 2.127 -3.992 4.987
H 3.583 -3.509 4.115
H 3.274 -2.903 5.759
H 1.431 -2.878 2.450
H 1.556 -1.102 2.422
H 3.007 -2.050 2.318
H 4.950 0.638 4.622
H 4.342 -0.928 3.951
H 4.398 0.526 2.969
H 3.385 2.490 4.153
H 2.742 2.131 5.763
H 1.656 2.218 4.349
C 6.758 -3.220 0.818
O 6.065 -2.507 -0.199
C 5.188 -1.593 0.236
O 5.040 -1.279 1.386
O 4.571 -1.078 -0.816
C 3.706 0.041 -0.588
H 7.697 -3.549 0.380
H 6.145 -4.043 1.179
H 7.007 -2.565 1.653
H 4.022 0.621 0.281
H 2.688 -0.274 -0.359
H 3.744 0.671 -1.465
*
```

E_LUMO: 2.4 eV
ΔE to the lowest compared entry with this formula, charge and spin: 0.0 kcal/mol
E_HOMO: -6.2 eV
Energy: -97025.0421 eV
Kohn-Sham gap: 8.53 eV

---

4.
ORCA calculation (the ωB97M-V functional and the def2-TZVPD basis) on 8 unconnected molecules or ions with the total composition C21H60N2O10 at a distorted geometry.

ORCA input file:
```
! RIJCOSX wB97M-V def2-TZVPD def2/J DEFGRID3
* xyz 0 1
C -4.672 2.465 0.191
O -3.348 2.968 0.002
C -2.340 1.960 0.050
C -1.029 2.633 -0.179
N -0.641 2.716 -1.549
C 0.359 3.703 -1.822
C 0.718 3.841 -3.304
O -0.501 4.110 -4.000
C -0.805 3.229 -5.085
H -5.304 3.334 0.398
H -4.720 1.812 1.084
H -4.995 1.879 -0.660
H -2.480 1.183 -0.630
H -2.399 1.450 1.021
H -0.316 2.018 0.375
H -1.069 3.612 0.269
H -1.401 2.916 -2.159
H 1.325 3.409 -1.344
H 0.054 4.723 -1.408
H 1.265 2.982 -3.710
H 1.408 4.667 -3.422
H -1.903 3.043 -5.042
H -0.155 2.342 -5.002
H -0.526 3.756 -6.001
C -6.634 -2.284 6.125
O -6.304 -1.233 5.258
C -5.534 -1.677 4.160
C -4.893 -0.597 3.363
N -3.935 -1.124 2.369
C -2.618 -1.522 2.739
C -1.946 -2.285 1.603
O -0.581 -2.433 1.921
C 0.028 -3.574 1.350
H -7.111 -1.946 7.007
H -5.723 -2.868 6.419
H -7.380 -2.911 5.637
H -6.038 -2.234 3.436
H -4.728 -2.281 4.593
H -4.508 0.109 4.097
H -5.661 -0.095 2.770
H -3.871 -0.480 1.583
H -2.683 -2.136 3.560
H -2.047 -0.694 3.073
H -1.947 -1.739 0.650
H -2.395 -3.272 1.488
H -0.327 -4.381 1.989
H 1.127 -3.380 1.232
H -0.298 -3.746 0.342
C 1.309 0.071 -1.242
O 1.546 -1.312 -1.230
H 1.539 0.463 -2.310
H 0.253 0.259 -1.094
H 1.949 0.603 -0.491
H 2.469 -1.500 -1.126
C 5.291 -1.554 -0.401
O 4.120 -2.195 -0.909
H 5.264 -1.364 0.633
H 6.126 -2.235 -0.598
H 5.555 -0.683 -0.991
H 4.326 -2.483 -1.786
C 7.717 4.563 2.426
O 6.476 4.474 3.101
H 7.981 5.537 2.108
H 8.412 4.171 3.166
H 7.744 3.864 1.595
H 5.716 4.433 2.581
C -2.413 -2.692 -2.597
C -1.030 -2.827 -3.273
O -0.095 -3.418 -2.437
H -3.165 -2.210 -3.199
H -2.203 -2.192 -1.622
H -2.758 -3.731 -2.385
H -0.685 -1.855 -3.516
H -1.082 -3.530 -4.205
H 0.320 -2.723 -1.862
C 3.729 -0.429 -4.446
C 2.627 -1.394 -4.655
O 3.221 -2.696 -4.496
H 3.895 -0.321 -3.316
H 3.534 0.550 -4.798
H 4.696 -0.821 -4.829
H 2.179 -1.462 -5.645
H 1.888 -1.249 -3.880
H 2.462 -3.265 -4.212
C 3.256 0.131 3.054
C 1.786 -0.077 3.297
O 1.169 -0.216 2.031
H 3.676 -0.773 2.656
H 3.849 0.294 3.934
H 3.386 0.947 2.360
H 1.302 0.773 3.816
H 1.670 -1.014 3.972
H 0.479 -0.875 1.986
*
```

E_LUMO: 0.4 eV
ΔE to the lowest compared entry with this formula, charge and spin: 102.9 kcal/mol
SMILES string: COCCNCCOC.COCCNCCOC.CCO.CCO.CCO.CO.CO.CO
E_HOMO: -8.7 eV
Energy: -46198.9979 eV
Kohn-Sham gap: 9.19 eV